No. 1
This record from OMol25 describes a structure of composition C26H38BClCoF6N10O5S4. The level of theory is ωB97M-V/def2-TZVPD.

Geometry as ORCA input:
```
! RIJCOSX wB97M-V def2-TZVPD def2/J DEFGRID3
* xyz 1 1
Co 1.256 1.630 0.029
C 0.813 0.962 4.194
N 2.187 0.755 3.766
C 3.283 1.063 4.517
C 4.370 0.796 3.747
N 3.941 0.343 2.532
B 5.026 0.174 1.373
N 4.475 -0.649 0.177
C 4.733 -1.978 -0.046
C 4.207 -2.315 -1.247
N 3.620 -1.174 -1.752
C 2.958 -1.071 -3.043
C 3.793 -0.172 -0.871
S 3.245 1.455 -1.051
C 2.605 0.332 2.547
S 1.540 -0.180 1.284
H 0.730 0.703 5.246
H 0.160 0.315 3.616
H 0.540 2.008 4.057
H 3.202 1.427 5.525
H 5.418 0.893 3.968
H 5.312 1.278 1.010
H 5.939 -0.438 1.857
H 5.291 -2.565 0.661
H 4.217 -3.239 -1.796
H 3.085 -2.014 -3.566
H 3.404 -0.271 -3.629
H 1.897 -0.870 -2.914
N -0.800 3.055 -0.471
N -0.515 2.188 0.641
H -1.127 3.958 -0.125
H -1.517 2.636 -1.052
H -1.260 1.530 0.858
H -0.380 2.803 1.444
F 3.259 4.778 -0.323
C 3.471 4.905 0.986
F 4.590 4.279 1.316
F 3.553 6.183 1.302
S 2.072 4.120 1.898
O 2.126 2.733 1.392
O 2.345 4.256 3.290
N 0.763 4.718 1.325
S -0.076 6.004 1.790
O -1.185 6.055 0.884
O 0.718 7.145 2.082
C -0.845 5.477 3.397
F -1.934 6.196 3.611
F -1.210 4.176 3.309
F -0.014 5.612 4.412
C -5.564 -1.366 -1.924
C -4.225 -1.142 -2.639
C -3.872 0.347 -2.520
C -4.413 -1.466 -4.127
C -3.111 -2.025 -1.978
O -2.809 -1.515 -0.672
C -3.558 -3.505 -1.847
C -2.554 -4.603 -1.425
C -1.671 -4.317 -0.239
C -2.223 -4.151 1.028
C -1.450 -3.764 2.106
C -0.095 -3.548 1.922
Cl 0.874 -3.016 3.260
C 0.498 -3.759 0.689
C -0.298 -4.147 -0.381
C -1.759 -1.973 -2.722
N -0.901 -0.844 -2.360
C -0.332 -0.565 -1.187
N 0.371 0.563 -1.324
C 0.204 0.914 -2.629
N -0.558 0.086 -3.280
H -6.290 -0.636 -2.282
H -5.488 -1.228 -0.842
H -5.977 -2.356 -2.117
H -4.702 0.942 -2.903
H -2.993 0.609 -3.110
H -3.710 0.630 -1.479
H -5.294 -0.941 -4.499
H -4.574 -2.529 -4.311
H -3.569 -1.132 -4.731
H -3.496 -1.807 -0.064
H -3.999 -3.825 -2.792
H -4.371 -3.508 -1.117
H -1.920 -4.863 -2.275
H -3.147 -5.496 -1.216
H -3.285 -4.316 1.177
H -1.889 -3.631 3.086
H 1.564 -3.618 0.569
H 0.168 -4.317 -1.346
H -1.888 -1.930 -3.799
H -1.195 -2.868 -2.480
H -0.446 -1.167 -0.301
H 0.662 1.781 -3.074
*
```

The energy above the lowest of the compared OMol25 structures with the same formula, charge and spin is 0.0000 eV.

Per-atom Mulliken charges, elementary charge units: -0.195 -0.997 0.433 -0.549 -0.845 0.927 -0.096 -0.044 -0.503 -0.563 0.360 -0.850 0.017 -0.500 -1.206 0.912 0.433 0.282 0.275 0.578 0.521 -0.014 -0.172 0.568 0.481 0.351 0.346 0.386 -0.155 -0.200 0.261 0.103 0.311 -0.049 -0.199 0.492 -0.198 -0.180 0.981 -0.437 -0.687 -0.281 1.050 -0.696 -0.606 0.698 -0.220 -0.247 -0.203 -1.886 1.884 -1.697 -1.829 1.933 -0.552 -1.508 -1.641 0.314 -0.237 -0.920 0.481 -0.159 -0.749 -0.083 -2.240 1.635 -0.628 1.581 -1.229 -1.102 0.501 0.355 0.370 0.561 0.322 0.269 0.467 0.299 0.438 0.587 0.275 0.726 0.506 0.538 0.525 0.484 0.466 0.388 0.195 0.266 0.652 0.568

***

No. 2
This record from OMol25 describes a structure of composition C15H15BF4IN7O2Ru at a distorted geometry. The level of theory is ωB97M-V/def2-TZVPD.

Geometry as ORCA input:
```
! RIJCOSX wB97M-V def2-TZVPD def2/J DEFGRID3
* xyz 2 1
Ru -0.661 0.115 -0.945
C 0.652 -4.312 -0.553
C 1.122 -3.353 0.474
N 1.669 -3.812 1.577
C 2.050 -2.952 2.518
C 1.973 -1.539 2.418
C 2.456 -0.674 3.562
O 1.679 0.497 3.697
C 1.433 -1.002 1.272
C 1.502 0.436 1.029
N 0.759 1.047 0.185
C 0.997 2.436 -0.057
C 1.316 3.319 0.965
C 1.568 4.649 0.664
C 1.507 5.102 -0.646
C 1.170 4.233 -1.679
C 0.910 2.918 -1.360
I 0.327 1.539 -2.838
C 0.939 -1.913 0.275
O 0.328 -1.563 -0.789
H 0.994 -5.309 -0.292
H 1.011 -4.037 -1.546
H -0.442 -4.316 -0.580
H 2.454 -3.397 3.422
H 3.487 -0.363 3.369
H 2.475 -1.264 4.480
H 0.953 0.349 4.314
H 2.285 0.989 1.534
H 1.327 2.972 1.991
H 1.802 5.339 1.462
H 1.702 6.141 -0.872
H 1.105 4.592 -2.697
F -2.123 -0.475 0.455
B -2.378 0.916 0.942
F -1.959 1.599 -0.411
F -3.634 1.241 1.160
F -1.443 1.191 1.873
N -4.835 -0.691 -4.082
N -3.739 -1.027 -3.334
N -3.270 -2.253 -3.306
C -2.173 -2.104 -2.583
N -2.018 -0.828 -2.214
N -3.040 -0.142 -2.710
H -5.445 -1.498 -4.143
H -5.295 0.110 -3.664
H -1.499 -2.904 -2.337
*
```

The energy above the lowest of the compared OMol25 structures with the same formula, charge and spin is 0.0000 eV.

Per-atom Mulliken charges, elementary charge units: 0.685 -1.281 0.997 -0.506 -0.612 0.113 -1.020 -0.429 0.062 -0.020 0.534 0.097 -0.082 -0.928 -0.578 -0.552 0.237 0.386 0.682 -0.934 0.396 0.403 0.284 0.426 0.315 0.522 0.309 0.867 0.577 0.435 0.425 0.434 -0.381 0.420 -0.393 -0.203 -0.281 -0.545 1.209 -0.813 -0.372 0.632 -0.756 0.324 0.313 0.600

***

No. 3
This record from OMol25 describes a structure of composition CH3NO3P at a distorted geometry. The level of theory is ωB97M-V/def2-TZVPD.

Geometry as ORCA input:
```
! RIJCOSX wB97M-V def2-TZVPD def2/J DEFGRID3
* xyz -1 1
C -0.340 -0.615 0.620
N -0.298 1.348 0.976
O 2.399 -0.014 -0.045
O -1.441 -0.985 0.131
O 0.472 -0.115 -1.895
P 0.999 -0.033 -0.333
H -0.121 -1.013 1.615
H -1.214 1.492 0.567
H -0.456 -0.065 -1.635
*
```

The energy above the lowest of the compared OMol25 structures with the same formula, charge and spin is 4.6779 eV.

Per-atom Mulliken charges, elementary charge units: -0.009 -0.665 -0.606 -0.709 -0.486 0.558 0.355 0.184 0.377

***

No. 4
This record from OMol25 describes a structure of composition C31H33CoN3O2S2 at a distorted geometry. The level of theory is ωB97M-V/def2-TZVPD.

Geometry as ORCA input:
```
! RIJCOSX wB97M-V def2-TZVPD def2/J DEFGRID3
* xyz -2 2
Co -0.804 1.121 -0.537
C -1.159 0.057 2.454
N -0.522 1.236 1.863
C 0.933 1.161 2.058
C 1.762 1.687 0.901
N 1.427 1.047 -0.373
C 1.770 -0.386 -0.365
C 2.111 1.680 -1.497
C 3.410 2.157 -1.358
C 4.109 2.701 -2.429
C 3.487 2.749 -3.673
C 2.199 2.265 -3.827
C 1.464 1.712 -2.754
S -0.129 1.095 -2.990
C -1.076 2.490 2.326
C -1.490 2.628 3.648
C -2.004 3.822 4.137
C -2.096 4.909 3.275
C -1.692 4.786 1.957
C -1.180 3.583 1.429
S -0.746 3.488 -0.247
H -0.840 -0.129 3.491
H -0.914 -0.818 1.851
H -2.238 0.189 2.441
H 1.191 0.112 2.225
H 1.228 1.712 2.958
H 2.812 1.504 1.178
H 1.613 2.756 0.782
H 2.831 -0.521 -0.107
H 1.575 -0.793 -1.358
H 1.143 -0.939 0.335
H 3.903 2.114 -0.393
H 5.116 3.078 -2.289
H 4.011 3.174 -4.524
H 1.708 2.304 -4.792
H -1.410 1.784 4.325
H -2.329 3.893 5.169
H -2.502 5.851 3.633
H -1.786 5.625 1.276
C -2.794 1.114 -0.628
H -3.314 1.843 0.001
H -3.054 1.328 -1.669
C 3.735 -3.296 -1.680
O 2.429 -3.828 -1.604
C 1.765 -3.643 -0.408
C 2.390 -3.762 0.813
C 1.659 -3.649 1.997
C 0.289 -3.436 1.910
C -0.349 -3.320 0.684
C 0.376 -3.420 -0.518
N -0.171 -3.356 -1.757
C -1.519 -3.230 -2.155
C -2.515 -2.384 -1.624
C -3.881 -2.546 -2.009
C -4.906 -1.673 -1.584
C -4.672 -0.647 -0.723
C -3.281 -0.325 -0.276
C -2.203 -1.240 -0.811
O -1.030 -0.895 -0.543
H 4.454 -3.882 -1.096
H 3.765 -2.262 -1.337
H 4.030 -3.333 -2.727
H 3.457 -3.947 0.857
H 2.154 -3.740 2.955
H -0.296 -3.343 2.819
H -1.410 -3.127 0.626
H 0.504 -3.455 -2.494
H -1.756 -3.809 -3.044
H -4.118 -3.367 -2.680
H -5.918 -1.851 -1.940
H -5.474 -0.005 -0.374
H -3.234 -0.398 0.816
*
```

As for the expectation value of S²: 1.189. The calculated total energy comes out at -3694.92898 Ha.

Per-atom Mulliken charges, elementary charge units: -0.054 -1.728 2.062 -1.557 -1.329 1.986 -0.897 -0.774 -0.332 -0.968 -0.412 -0.665 0.662 -0.548 -0.904 -0.423 -0.881 -0.424 -0.803 0.843 -0.577 0.442 0.058 0.455 0.602 0.479 0.452 0.629 0.313 0.629 -0.838 0.249 0.365 0.336 0.361 0.305 0.366 0.330 0.371 -1.030 0.392 0.390 -0.778 -0.488 0.858 -0.355 -0.947 -0.347 -0.395 0.163 0.057 -1.781 1.136 -0.975 -0.380 -1.196 1.077 0.517 0.702 0.306 0.265 0.290 0.196 0.355 0.303 0.479 0.258 0.173 0.300 0.330 0.315 -0.370

***

Copy entry 3 word for word.
This record from OMol25 describes a structure of composition CH3NO3P at a distorted geometry. The level of theory is ωB97M-V/def2-TZVPD.

Geometry as ORCA input:
```
! RIJCOSX wB97M-V def2-TZVPD def2/J DEFGRID3
* xyz -1 1
C -0.340 -0.615 0.620
N -0.298 1.348 0.976
O 2.399 -0.014 -0.045
O -1.441 -0.985 0.131
O 0.472 -0.115 -1.895
P 0.999 -0.033 -0.333
H -0.121 -1.013 1.615
H -1.214 1.492 0.567
H -0.456 -0.065 -1.635
*
```

The energy above the lowest of the compared OMol25 structures with the same formula, charge and spin is 4.6779 eV.

Per-atom Mulliken charges, elementary charge units: -0.009 -0.665 -0.606 -0.709 -0.486 0.558 0.355 0.184 0.377

***

Question: Which formula does entry 3 have?
Answer: CH3NO3P

***

Question: Which formula does entry 3 have?
Answer: CH3NO3P